# 1
Molecular formula: C18H32BIO29S6
Method: DFT, ωB97M-V/def2-TZVPD

Output
Kohn-Sham gap   0.3538 Eh
LUMO level   -0.0011 eV
Calculated total energy   -5598.43184 hartree
SMILES   CB(O)[C@]1(CC(=O)I)COC(=O)O1.O=S1(=O)OCCO1.O=S1(=O)OCCO1.O=S1(=O)OCCO1.O=S1(=O)OCCO1.O=S1(=O)OCCO1.O=S1(=O)OCCO1
Maximum force   8.64 eV Å⁻¹

Structure (ORCA input):
```
! wB97M-V def2-TZVPD RIJCOSX def2/J DEFGRID3
* xyz 0 1
C -2.79 0.61 1.09
B -4.35 1.10 1.14
O -4.59 2.50 1.53
C -5.64 0.16 0.83
C -6.81 1.05 0.15
C -7.82 1.76 1.18
O -7.57 2.90 1.71
I -9.77 0.87 1.74
C -5.92 -0.63 2.21
O -5.97 -2.05 1.79
C -6.47 -1.91 0.43
O -7.47 -2.42 -0.12
O -5.51 -0.95 -0.12
H -2.60 -0.43 1.57
H -2.18 1.38 1.71
H -2.41 0.68 0.00
H -4.48 2.51 2.53
H -6.29 1.89 -0.47
H -7.44 0.46 -0.63
H -5.03 -0.49 2.95
H -6.87 -0.41 2.83
O -0.21 1.86 -0.84
S 0.72 0.86 -1.29
O 1.85 0.44 -0.51
O 1.23 1.28 -2.77
C 0.92 0.23 -3.69
C -0.32 -0.45 -3.14
O -0.13 -0.46 -1.72
H 1.77 -0.46 -3.72
H 0.76 0.64 -4.69
H -0.45 -1.46 -3.52
H -1.22 0.14 -3.35
O 4.48 -1.19 -5.21
S 3.94 -2.21 -4.35
O 2.53 -2.37 -4.14
O 4.67 -2.09 -2.91
C 5.31 -3.34 -2.60
C 5.66 -3.95 -3.95
O 4.56 -3.64 -4.80
H 4.60 -3.96 -2.06
H 6.19 -3.17 -1.98
H 5.81 -5.03 -3.89
H 6.56 -3.49 -4.37
O -4.83 3.93 0.36
S -4.02 5.11 0.29
O -2.66 5.09 -0.16
O -4.08 5.85 1.73
C -4.58 7.18 1.57
C -5.49 7.12 0.35
O -4.83 6.24 -0.56
H -3.73 7.84 1.40
H -5.12 7.49 2.47
H -5.63 8.10 -0.10
H -6.46 6.69 0.60
O 0.04 -1.41 5.74
S -0.14 -0.63 4.55
O -1.36 0.07 4.25
O 0.27 -1.54 3.28
C 1.32 -0.91 2.55
C 2.09 -0.10 3.58
O 1.09 0.43 4.46
H 0.88 -0.26 1.79
H 1.95 -1.66 2.07
H 2.67 0.71 3.13
H 2.75 -0.73 4.18
O 4.83 -4.92 -0.62
S 4.80 -5.37 0.75
O 5.72 -4.91 1.74
O 4.82 -7.00 0.74
C 3.65 -7.49 1.40
C 2.59 -6.42 1.20
O 3.29 -5.18 1.31
H 3.89 -7.62 2.46
H 3.35 -8.45 0.98
H 1.79 -6.48 1.95
H 2.15 -6.48 0.20
O 6.60 4.26 -2.66
S 6.60 3.10 -1.83
O 7.80 2.38 -1.49
O 5.52 2.04 -2.43
C 4.54 1.75 -1.44
C 4.46 2.99 -0.56
O 5.81 3.45 -0.45
H 4.88 0.88 -0.87
H 3.58 1.52 -1.91
H 4.05 2.78 0.42
H 3.88 3.78 -1.04
*
```

---

# 2
Molecular formula: C18H32Cl10F2N2O10
Method: DFT, ωB97M-V/def2-TZVPD

Output
Kohn-Sham gap   0.3792 Eh
LUMO level   -0.2220 eV
Calculated total energy   -6368.43837 hartree
SMILES   O=C1OC[C@@H](F)O1.O=C1OC[C@@H](F)O1.C[N+](=O)[O-].C[N+](=O)[O-].ClCCCl.ClCCCl.ClCCCl.ClCCCl.ClCCCl
Maximum force   4.39 eV Å⁻¹

Structure (ORCA input):
```
! wB97M-V def2-TZVPD RIJCOSX def2/J DEFGRID3
* xyz 0 1
O -25.56 -17.43 18.51
C -26.60 -17.59 17.99
O -27.23 -18.69 17.64
C -28.49 -18.33 17.03
C -28.63 -16.86 17.38
F -29.40 -16.79 18.42
O -27.35 -16.45 17.68
H -28.53 -18.32 15.94
H -29.36 -18.92 17.34
H -29.07 -16.17 16.65
O -24.51 -18.47 15.00
C -23.82 -18.22 14.01
O -22.67 -17.54 14.01
C -22.27 -17.38 12.65
C -23.01 -18.45 11.97
F -22.18 -19.49 11.91
O -24.11 -18.68 12.75
H -22.52 -16.38 12.29
H -21.22 -17.64 12.62
H -23.32 -18.14 10.97
C -23.30 -19.74 17.76
N -22.39 -20.83 18.22
O -21.19 -20.63 18.21
O -22.93 -21.88 18.54
H -22.69 -18.84 17.69
H -24.15 -19.50 18.41
H -23.49 -19.98 16.71
C -19.66 -18.54 15.39
N -18.60 -19.49 14.90
O -18.77 -20.63 15.20
O -17.71 -19.03 14.15
H -20.31 -19.06 16.09
H -20.19 -18.22 14.49
H -19.16 -17.73 15.92
Cl -21.23 -26.61 18.43
C -20.67 -24.95 18.87
C -20.49 -24.03 17.69
Cl -19.09 -24.61 16.73
H -19.75 -24.97 19.46
H -21.47 -24.55 19.48
H -20.40 -22.97 17.89
H -21.37 -24.09 17.04
Cl -26.57 -23.18 11.96
C -25.64 -23.14 13.50
C -25.37 -21.81 13.93
Cl -26.86 -21.09 14.45
H -24.68 -23.60 13.24
H -26.21 -23.70 14.24
H -24.93 -21.17 13.17
H -24.68 -21.75 14.77
Cl -20.50 -19.10 22.99
C -21.59 -17.81 22.37
C -23.14 -18.12 22.33
Cl -23.59 -19.27 21.06
H -21.24 -17.45 21.40
H -21.37 -16.99 23.05
H -23.72 -17.23 22.07
H -23.52 -18.42 23.31
Cl -15.88 -21.00 18.12
C -17.52 -21.01 18.86
C -17.59 -20.06 20.09
Cl -17.33 -18.33 19.89
H -17.72 -22.07 19.07
H -18.24 -20.77 18.08
H -16.81 -20.38 20.78
H -18.56 -20.08 20.60
Cl -24.45 -23.84 23.50
C -24.69 -23.96 21.70
C -24.78 -22.62 21.06
Cl -26.34 -21.88 21.57
H -25.59 -24.53 21.45
H -23.82 -24.46 21.26
H -24.79 -22.65 19.97
H -23.94 -22.01 21.37
*
```

---

# 3
Molecular formula: C18H32ClIN2O3P
Method: DFT, ωB97M-V/def2-TZVPD

Output
Kohn-Sham gap   0.2821 Eh
LUMO level   -4.6055 eV
Calculated total energy   -2139.27680 hartree
SMILES   CCCCCCCCCCc1c(P(O)O)c(I)c(Cl)n[n+]1CCCOC
Maximum force   1.64 eV Å⁻¹

Structure (ORCA input):
```
! wB97M-V def2-TZVPD RIJCOSX def2/J DEFGRID3
* xyz 1 1
C 3.12 0.56 2.26
C 3.98 -0.68 1.93
C 3.16 -1.73 1.17
C 3.01 -1.30 -0.31
C 2.67 -2.49 -1.22
C 1.80 -2.12 -2.42
C 0.34 -1.89 -2.03
C 0.04 -0.41 -1.64
C -1.07 0.15 -2.53
C -1.56 1.56 -2.10
C -1.57 1.80 -0.63
C -0.69 2.75 -0.07
P 0.50 3.65 -1.24
O 1.90 3.10 -0.60
O 0.43 5.22 -0.85
C -0.77 2.94 1.27
I 0.48 4.30 2.27
C -1.70 2.22 2.04
Cl -1.81 2.42 3.72
N -2.48 1.34 1.50
N -2.40 1.17 0.20
C -3.33 0.13 -0.35
C -4.38 -0.35 0.63
C -3.90 -1.43 1.62
O -2.96 -2.31 1.04
C -1.64 -2.11 1.52
H 3.67 1.48 2.09
H 2.24 0.60 1.62
H 2.76 0.51 3.28
H 4.82 -0.37 1.32
H 4.31 -1.11 2.88
H 2.14 -1.73 1.58
H 3.60 -2.72 1.24
H 2.24 -0.53 -0.32
H 3.93 -0.83 -0.65
H 3.61 -2.86 -1.62
H 2.23 -3.33 -0.67
H 1.83 -2.94 -3.13
H 2.20 -1.24 -2.93
H -0.32 -2.15 -2.86
H 0.06 -2.51 -1.18
H -0.27 -0.41 -0.59
H 0.94 0.18 -1.82
H -1.92 -0.52 -2.59
H -0.70 0.23 -3.55
H -2.57 1.71 -2.50
H -0.94 2.29 -2.58
H 2.61 3.74 -0.72
H 1.06 5.46 -0.16
H -3.85 0.62 -1.17
H -2.77 -0.71 -0.72
H -5.16 -0.80 0.02
H -4.87 0.47 1.15
H -3.44 -0.93 2.47
H -4.77 -1.95 2.02
H -0.99 -2.76 0.95
H -1.55 -2.32 2.59
H -1.31 -1.08 1.36
*
```

---

# 4
Molecular formula: C18H32CoN3S
Method: DFT, ωB97M-V/def2-TZVPD

Output
⟨S²⟩   3.76
Kohn-Sham gap (spin up / spin down)   0.2769 / 0.2524 Eh
LUMO level (spin up / spin down)   -2.2941 / -3.0387 eV
Calculated total energy   -2650.10241 hartree
Maximum force   0.45 eV Å⁻¹

Structure (ORCA input):
```
! wB97M-V def2-TZVPD RIJCOSX def2/J DEFGRID3
* xyz 1 4
Co -0.28 0.77 -0.77
C 1.29 -0.69 -2.82
C -0.15 -1.11 -3.13
N -1.08 -0.80 -2.03
C -2.43 -0.40 -2.46
C -2.42 0.92 -3.24
S -1.29 2.17 -2.55
C 0.14 2.12 -3.69
C 1.45 1.81 -2.99
N 1.39 0.61 -2.12
H 1.88 -0.69 -3.74
H 1.74 -1.44 -2.16
H -0.16 -2.17 -3.37
H -0.50 -0.60 -4.03
H -1.16 -1.60 -1.41
H -3.03 -0.28 -1.56
H -2.90 -1.17 -3.08
H -3.41 1.35 -3.23
H -2.15 0.79 -4.29
H 0.22 3.10 -4.16
H -0.09 1.41 -4.48
H 1.73 2.64 -2.34
H 2.23 1.71 -3.75
H 2.24 0.60 -1.56
C 1.67 -3.72 0.16
C 1.18 -2.71 1.17
C 1.17 -3.01 2.53
C 0.74 -2.06 3.45
C 0.74 -2.36 4.92
C 0.31 -0.80 3.01
C 0.28 -0.47 1.66
C 0.74 -1.46 0.77
N -0.16 0.74 1.10
C -0.58 1.90 1.91
C -0.87 3.04 0.94
C -1.89 1.65 2.68
C 0.54 2.38 2.84
H 2.02 -4.62 0.64
H 2.50 -3.31 -0.43
H 0.87 -4.00 -0.53
H 1.51 -3.98 2.87
H 1.11 -3.37 5.12
H -0.26 -2.28 5.34
H 1.38 -1.66 5.46
H -0.01 -0.10 3.76
H 0.80 -1.22 -0.29
H -1.73 2.80 0.29
H 0.00 3.26 0.31
H -1.12 3.96 1.47
H -2.65 1.26 2.00
H -2.26 2.59 3.11
H -1.78 0.95 3.50
H 1.44 2.58 2.25
H 0.80 1.64 3.60
H 0.24 3.30 3.35
*
```

---

The highest calculated total energy belongs to which entry?
C18H32ClIN2O3P